Record 1
This record from the OMol25 dataset describes a structure of composition C18H33AuFN5OSSi. The level of theory is ωB97M-V with the def2-TZVPD basis set.

Values from the calculation:
- E: -1977.4210 hartree
- ΔE to the lowest compared entry with this formula, charge and spin: 0.0 kJ/mol

Structure (ORCA input):
```
! RIJCOSX wB97M-V def2-TZVPD def2/J DEFGRID3
* xyz 2 1
Au 0.9673 0.9873 -0.1115
C 0.7217 -2.8607 3.2545
Si 1.0275 -1.1566 2.4571
C 0.1286 0.3196 3.2728
C 2.9045 -0.7909 2.4896
N 0.6187 -1.0553 0.7443
C -0.1816 -1.8112 0.0000
C -1.0992 -2.7488 0.5469
C -1.8913 -3.5359 -0.2496
C -1.8426 -3.4321 -1.6396
C -0.9681 -2.5221 -2.2261
C -0.1708 -1.7432 -1.4230
F 0.6824 -0.8666 -2.0141
H 1.4104 -2.9897 4.0878
H 0.8930 -3.6830 2.5616
H -0.2824 -2.9613 3.6607
H 0.5048 0.4954 4.2755
H -0.9418 0.1498 3.3313
H 0.2948 1.2170 2.6838
H 3.2159 -0.7016 3.5250
H 3.1533 0.1473 1.9998
H 3.4756 -1.6068 2.0557
H -1.1686 -2.8180 1.6184
H -2.5596 -4.2452 0.2145
H -2.4738 -4.0533 -2.2550
H -0.9068 -2.4252 -3.3006
C -1.7845 1.4293 -2.1319
N -2.6538 1.8206 -1.0497
C -4.0331 2.0900 -1.4197
C -4.9251 2.0321 -0.1912
C -4.3444 2.9687 0.8542
N -2.9742 2.5956 1.1195
C -2.4524 2.9575 2.4140
C -2.1764 2.0166 0.1971
O -1.0204 1.6782 0.5534
H -1.9422 2.0991 -2.9803
H -1.9826 0.3996 -2.4467
H -0.7429 1.5088 -1.8164
H -4.3304 1.3409 -2.1579
H -4.0951 3.0735 -1.9003
H -4.9479 1.0142 0.2024
H -5.9419 2.3288 -0.4411
H -4.8967 2.8965 1.7937
H -4.3876 4.0099 0.5094
H -2.9633 2.3900 3.1960
H -2.6243 4.0212 2.5884
H -1.3845 2.7558 2.4477
C 4.9448 -1.9298 -0.9842
N 4.1038 -0.7775 -0.7280
C 3.8903 0.2212 -1.5716
S 3.0338 1.6201 -1.0113
N 4.3846 0.2150 -2.7923
C 4.1692 1.2515 -3.7728
H 5.0094 -2.5172 -0.0723
H 5.9545 -1.6210 -1.2605
H 4.5280 -2.5544 -1.7758
H 3.7100 -0.6832 0.1981
H 5.0311 -0.5179 -3.0556
H 3.2646 1.8036 -3.5260
H 4.0614 0.8025 -4.7577
H 5.0061 1.9510 -3.7909
*
```

=====

Record 2
This record from the OMol25 dataset describes a structure of composition C18H33Br12N2O2. The level of theory is ωB97M-V with the def2-TZVPD basis set.

Values from the calculation:
- E: -31853.2704 hartree

Structure (ORCA input):
```
! RIJCOSX wB97M-V def2-TZVPD def2/J DEFGRID3
* xyz 1 1
C -1.1852 -3.1815 2.1432
C -0.1142 -1.9091 2.3206
C 1.1263 -1.9717 1.2191
C 2.1331 -0.6800 1.2758
C 1.4448 0.7637 0.9287
C 2.3778 2.1229 0.8612
N 3.2124 2.4529 2.0956
C 1.1788 3.1514 0.4010
N 0.1579 2.4456 -0.2458
C 0.5211 0.9531 -0.4056
C 1.1998 0.9547 -1.9009
C 1.9950 -0.4187 -2.3126
C 1.0415 -1.6395 -2.8522
O 1.9525 -2.7226 -3.3402
O -0.7401 0.2600 -0.1491
C -1.6913 0.3505 -1.2626
C -3.0624 -0.4608 -0.7542
C -3.9938 -1.0007 -1.9906
H -2.2586 -2.8073 1.7830
H -0.7809 -3.8734 1.2837
H -1.2865 -3.7213 3.1862
H 0.3004 -1.8742 3.4336
H -0.7889 -0.9386 2.1764
H 1.7255 -2.9979 1.2578
H 0.6014 -1.9614 0.1533
H 2.5097 -0.6056 2.4073
H 3.1167 -0.9168 0.6504
H 0.7863 0.9665 1.8969
H 3.1286 1.9248 -0.0125
H 4.0437 3.0156 1.7462
H 3.6443 1.5220 2.3684
H 1.2653 4.2926 0.6464
H -0.7215 2.9128 -0.5895
H 2.0221 1.8205 -1.8947
H 0.4751 1.2189 -2.7843
H 2.7051 -0.1275 -3.2279
H 2.7030 -0.8529 -1.4886
H 0.4667 -1.2369 -3.7921
H 0.3505 -2.1085 -2.0320
H 1.4194 -3.5179 -3.6444
H -1.2977 -0.2630 -2.2046
H -1.9329 1.4330 -1.6337
H -3.6547 0.1541 0.0560
H -2.6386 -1.4305 -0.2022
H -5.0704 -0.4898 -2.0306
H -4.1680 -2.1635 -1.8058
H -3.4759 -0.8887 -3.0342
C -1.7135 -7.4111 1.3016
Br -2.8205 -8.7057 2.2411
Br -2.7740 -5.9684 0.5411
Br -0.2753 -6.7377 2.4251
H -1.2448 -7.9389 0.4645
C -0.9298 7.2714 1.4228
Br 0.9287 6.6976 1.3925
Br -1.2688 8.6951 0.1412
Br -2.1527 5.7773 1.1853
H -1.1204 7.6854 2.4184
C -0.5228 0.6024 5.6278
Br 1.3357 0.0286 5.5975
Br -0.8618 2.0261 4.3462
Br -1.7457 -0.8917 5.3903
H -0.7134 1.0164 6.6235
C 1.0122 2.4210 -6.0773
Br -0.5982 2.8813 -5.0878
Br 2.5853 3.3061 -5.3520
Br 1.2587 0.4955 -6.2037
H 0.8777 2.7938 -7.0981
*
```

=====

Record 3
This record from the OMol25 dataset describes a structure of composition C18H33Cl3InN6O5S3Si. The level of theory is ωB97M-V with the def2-TZVPD basis set.

Values from the calculation:
- E: -4465.1907 hartree
- ΔE to the lowest compared entry with this formula, charge and spin: 118.9 kJ/mol

Structure (ORCA input):
```
! RIJCOSX wB97M-V def2-TZVPD def2/J DEFGRID3
* xyz 1 1
In 0.9590 -0.0482 -0.7329
C 0.5346 -0.5785 -4.3807
C -0.5847 -1.4334 -3.7055
N -0.1209 -2.1030 -2.5028
C 0.6371 -3.3244 -2.7396
C 1.8223 -3.4768 -1.7701
N 2.5363 -2.2347 -1.5201
C 3.4936 -1.8203 -2.5325
C 2.8161 -1.3504 -3.8259
N 1.7127 -0.4485 -3.5405
H 0.7837 -1.0123 -5.3592
H 0.1306 0.4206 -4.5681
H -1.3917 -0.7632 -3.4089
H -0.9905 -2.1404 -4.4479
H -0.9149 -2.3144 -1.9100
H 0.0075 -4.2169 -2.6242
H 0.9988 -3.3178 -3.7668
H 1.4311 -3.8121 -0.8076
H 2.4905 -4.2615 -2.1612
H 3.0390 -2.3471 -0.6449
H 4.0503 -0.9745 -2.1188
H 4.2076 -2.6226 -2.7845
H 3.5841 -0.8808 -4.4563
H 2.4512 -2.2160 -4.3759
H 2.0360 0.5087 -3.5490
C 2.5913 4.6399 -1.5556
S 1.9091 3.0041 -1.2976
O 0.4372 3.3389 -0.7942
O 2.5990 2.3717 -0.2262
O 1.7914 2.3014 -2.5343
H 2.2326 5.2936 -0.7715
H 2.2760 4.9980 -2.5258
H 3.6702 4.5577 -1.5070
O -3.4749 1.4936 0.4211
S -2.8687 0.6661 1.4185
O -2.4524 1.4209 2.6248
N -1.5679 -0.1322 0.8589
C -1.6546 -1.4224 1.1672
S -0.4473 -2.5152 0.8786
C -2.8889 -1.8195 1.8582
C -3.1967 -3.0712 2.3726
C -4.3970 -3.2220 3.0482
C -5.2692 -2.1537 3.2100
C -4.9524 -0.8946 2.7065
C -3.7667 -0.7563 2.0252
H -2.4957 -3.8849 2.2575
H -4.6517 -4.1828 3.4687
H -6.1984 -2.2910 3.7450
H -5.6119 -0.0550 2.8476
Cl -2.1557 4.4485 -0.4898
Si -0.9788 3.3879 -1.6719
Cl -1.5228 1.5064 -1.9956
Cl -0.5412 4.2903 -3.3875
N -0.5119 1.7111 4.2435
C 0.3794 0.5468 4.4239
C 0.9382 0.1339 3.0536
N 1.5800 1.2194 2.3472
C 0.7051 2.3645 2.2490
C 0.2051 2.8426 3.6198
H -0.9397 1.9847 5.1301
H -1.3345 1.4690 3.5409
H -0.1900 -0.2795 4.8501
H 1.1905 0.8161 5.1097
H 0.1139 -0.2122 2.4287
H 1.6413 -0.6911 3.1785
H 2.4645 1.4769 2.7719
H -0.1594 2.0717 1.6452
H 1.2247 3.1701 1.7324
H -0.4841 3.6785 3.5040
H 1.0437 3.1475 4.2538
*
```

=====

Record 4
This record from the OMol25 dataset describes a cluster of 4 separate species, C18H33ClN6 in total. The level of theory is ωB97M-V with the def2-TZVPD basis set.

Values from the calculation:
- E: -1493.7542 hartree
- ΔE to the lowest compared entry with this formula, charge and spin: 434.8 kJ/mol

Structure (ORCA input):
```
! RIJCOSX wB97M-V def2-TZVPD def2/J DEFGRID3
* xyz 2 1
C -5.1757 1.8734 1.1553
C -4.8861 2.7908 2.3572
N -4.5976 2.0569 3.4888
C -3.6020 1.1283 3.6266
C -3.7772 0.5831 4.9021
N -4.8804 1.0629 5.5138
C -5.4464 1.9764 4.6496
C -5.4912 0.4606 6.7021
H -6.0631 1.3007 1.4248
H -4.3467 1.2919 0.7518
H -5.5285 2.3722 0.2526
H -5.6575 3.5529 2.4678
H -4.0095 3.3861 2.1021
H -2.9798 0.9411 2.7639
H -3.2126 -0.1553 5.4520
H -6.4152 2.4536 4.6595
H -5.4283 -0.6174 6.5534
H -6.5303 0.6444 6.9748
H -4.8729 0.7274 7.5592
C 2.1401 -0.8535 -6.8693
C 1.9251 0.4594 -7.7156
N 0.8852 1.2377 -7.1378
C 0.8466 1.7861 -5.8596
C -0.4613 2.2776 -5.6281
N -1.1922 2.1936 -6.8549
C -0.3855 1.4692 -7.7146
C -2.5466 2.5685 -7.1065
H 1.2819 -1.1050 -6.2462
H 2.7415 -0.8296 -5.9605
H 2.4299 -1.7527 -7.4129
H 1.5174 0.1776 -8.6864
H 2.7125 1.1920 -7.8926
H 1.7113 1.6388 -5.2295
H -0.8643 2.6319 -4.6908
H -0.6502 1.2409 -8.7365
H -3.1373 2.3919 -6.2076
H -3.0928 1.9798 -7.8435
H -2.6288 3.5808 -7.5022
C 5.2453 -0.3773 1.5732
C 6.0114 -0.9193 2.7569
N 5.2439 -2.0660 3.3622
C 5.4005 -2.3777 4.6388
C 4.6099 -3.4615 4.8551
N 3.9478 -3.8176 3.6536
C 4.4364 -2.9491 2.6697
C 3.1081 -5.0025 3.4546
H 5.4066 -0.9819 0.6808
H 5.6059 0.5203 1.0709
H 4.1633 -0.4662 1.6709
H 6.0826 -0.0856 3.4554
H 7.0402 -1.2019 2.5335
H 5.9076 -1.8467 5.4309
H 4.4092 -4.0163 5.7597
H 4.2448 -3.0085 1.6085
H 3.3688 -5.4319 2.4874
H 2.0891 -4.6439 3.6008
H 3.3370 -5.6867 4.2717
Cl 0.0104 -2.2948 -1.5968
*
```

=====

Number 1: strongest force on any atom 2.40 eV Å⁻¹, HOMO-LUMO gap 4.552 eV, HOMO -14.096 eV. Number 2: strongest force on any atom 6.13 eV Å⁻¹, HOMO-LUMO gap 7.734 eV, HOMO -11.858 eV. Number 3: strongest force on any atom 1.51 eV Å⁻¹, HOMO-LUMO gap 7.250 eV, HOMO -9.693 eV. Number 4: strongest force on any atom 6.81 eV Å⁻¹, HOMO-LUMO gap 4.912 eV, HOMO -9.274 eV.